DFT (ωB97M-V with the def2-TZVPD basis set) results for a structure of composition C3H8INS at a distorted geometry.

- LUMO level (spin up / spin down): -0.25 / -0.07 eV
- 2S+1: 1
- E: -869.5809 Eh
- Largest force on an atom: 3.5 eV Å⁻¹

Each line ends with the Mulliken charge.
Cartesian coordinates (Å):
1 H -0.1825 -1.6776 -0.1216  0.281
2 H 2.1959 0.2262 1.5967  0.286
3 I 3.8480 0.0295 -0.4048  0.101
4 C -2.0085 0.6065 0.3750  -0.826
5 C -0.8058 1.2325 -0.1879  -0.257
6 H -0.2088 -1.4001 -1.8168  0.374
7 H -2.1588 1.0624 1.4734  0.215
8 H 1.3947 -1.6127 -0.8304  0.345
9 H -2.9697 0.9123 -0.0720  0.277
10 S 0.7801 0.5149 -0.5167  0.204
11 H -0.6697 2.2426 0.1386  0.322
12 H -1.9183 -0.4510 0.4795  0.268
13 N 2.3028 -0.4565 0.8251  -0.802
14 C 0.4006 -1.2292 -0.9381  -0.788

Force components x, y, z for each atom (eV/Å):
0.30 0.31 0.07
0.71 -0.10 -0.54
0.52 0.07 0.35
-0.90 1.48 2.84
2.99 -1.21 -0.50
0.57 0.34 -0.55
0.39 -1.16 -1.98
0.27 -0.79 -0.75
0.54 -0.30 -0.41
-3.41 0.31 0.59
0.26 0.70 -0.33
-0.27 -0.77 -0.09
-1.18 0.53 -0.05
-0.79 0.59 1.35